a | Below is a single C21H42N2O2 molecule, with properties calculated with ωB97M-V with the def2-TZVPD basis set.

```
67
Properties=species:S:1:pos:R:3:lowdin_charge:R:1
C 1.09 -3.46 1.54 -0.0659
C 1.87 -2.66 2.58 -0.3881
C 0.92 -2.19 3.68 -0.0744
C 2.70 -1.52 1.96 -0.1290
N 1.95 -0.49 1.26 -0.0146
C 1.56 0.66 2.06 -0.1408
C 2.72 1.62 2.36 -0.4016
C 3.41 2.09 1.08 -0.0621
C 2.17 2.82 3.14 -0.0739
C 1.70 -0.42 -0.07 -0.4358
O 1.07 0.53 -0.54 0.0360
C 2.27 -1.45 -1.03 -0.0805
C 1.21 -2.24 -1.81 -0.1695
C 0.12 -1.35 -2.40 -0.1001
C -0.93 -1.03 -1.35 -0.4535
O -1.07 -1.75 -0.37 0.0369
N -1.77 0.01 -1.56 -0.0464
C -2.76 0.29 -0.53 -0.1130
C -2.22 1.20 0.59 -0.3939
C -2.06 0.40 1.89 -0.0760
C -3.13 2.41 0.82 -0.0768
C -1.66 1.02 -2.59 -0.1377
C -2.75 0.90 -3.67 -0.4066
C -2.60 2.05 -4.66 -0.0774
C -2.68 -0.44 -4.39 -0.0701
H 0.55 -4.26 2.02 0.0830
H 0.37 -2.82 1.03 0.0544
H 1.76 -3.89 0.80 0.0772
H 2.61 -3.33 3.04 0.1335
H 0.09 -1.63 3.25 0.0651
H 0.50 -3.05 4.20 0.0788
H 1.44 -1.57 4.41 0.0769
H 3.25 -1.02 2.76 0.1198
H 3.44 -1.96 1.29 0.1161
H 1.12 0.32 2.99 0.1090
H 0.81 1.20 1.48 0.1123
H 3.46 1.12 2.99 0.1254
H 2.69 2.53 0.40 0.0820
H 3.88 1.25 0.57 0.0755
H 4.18 2.83 1.31 0.0773
H 1.68 2.49 4.05 0.0760
H 2.98 3.50 3.41 0.0760
H 1.45 3.36 2.53 0.0819
H 2.93 -2.16 -0.54 0.0920
H 2.86 -0.87 -1.75 0.1305
H 0.73 -2.97 -1.16 0.0918
H 1.72 -2.78 -2.62 0.1150
H 0.57 -0.45 -2.80 0.1045
H -0.39 -1.88 -3.21 0.1177
H -3.07 -0.67 -0.12 0.1268
H -3.62 0.76 -1.02 0.1159
H -1.23 1.55 0.28 0.1212
H -3.03 0.07 2.25 0.0845
H -1.44 -0.47 1.69 0.0560
H -1.59 1.01 2.66 0.0734
H -3.21 3.01 -0.09 0.0699
H -4.12 2.08 1.11 0.0799
H -2.73 3.04 1.61 0.0748
H -1.73 2.00 -2.11 0.1305
H -0.68 0.97 -3.06 0.1203
H -3.73 0.98 -3.19 0.1266
H -1.64 2.01 -5.16 0.0805
H -2.68 3.01 -4.15 0.0753
H -3.38 2.01 -5.42 0.0765
H -2.77 -1.26 -3.68 0.0739
H -3.48 -0.52 -5.12 0.0775
H -1.73 -0.54 -4.92 0.0794
```

Results
Charge: 0
Structure (SMILES): CC(C)CN(CC(C)C)C(=O)CCCC(=O)N(CC(C)C)CC(C)C
Kohn-Sham gap: 0.3502 Ha


b | Below is a single C21H42N2O2 molecule, with properties calculated with ωB97M-V with the def2-TZVPD basis set.

```
67
Properties=species:S:1:pos:R:3:lowdin_charge:R:1
C -3.33 -2.14 0.55 -0.0678
C -2.21 -1.97 -0.47 -0.4034
C -2.74 -2.20 -1.88 -0.0725
C -1.04 -2.94 -0.21 -0.1384
N -0.37 -2.74 1.06 -0.0455
C -0.70 -3.64 2.14 -0.1410
C -0.04 -5.02 2.00 -0.4083
C 1.48 -4.89 1.93 -0.0649
C -0.45 -5.90 3.18 -0.0781
C 0.57 -1.79 1.29 -0.4507
O 1.05 -1.62 2.40 0.0485
C 1.03 -0.96 0.09 -0.0951
C 1.70 0.33 0.55 -0.1666
C 0.65 1.35 1.02 -0.0879
C -0.19 1.81 -0.16 -0.4647
O -1.26 1.27 -0.39 0.0334
N 0.31 2.77 -0.98 -0.0320
C -0.47 3.11 -2.16 -0.1226
C -0.07 2.36 -3.44 -0.3884
C -0.13 0.85 -3.26 -0.0684
C 1.30 2.78 -3.97 -0.0807
C 1.43 3.63 -0.67 -0.1408
C 1.01 4.99 -0.06 -0.4023
C 0.26 4.82 1.26 -0.0626
C 2.25 5.86 0.13 -0.0752
H -2.98 -1.89 1.55 0.0734
H -4.15 -1.47 0.31 0.0786
H -3.70 -3.16 0.55 0.0805
H -1.86 -0.93 -0.40 0.0998
H -3.54 -1.50 -2.11 0.0791
H -1.95 -2.06 -2.62 0.0695
H -3.13 -3.21 -1.98 0.0796
H -1.44 -3.96 -0.21 0.1269
H -0.32 -2.87 -1.03 0.1239
H -1.78 -3.77 2.20 0.1162
H -0.35 -3.17 3.07 0.1285
H -0.39 -5.49 1.07 0.1268
H 1.85 -4.37 2.81 0.0842
H 1.78 -4.33 1.05 0.0728
H 1.94 -5.88 1.89 0.0764
H -1.54 -6.00 3.23 0.0748
H -0.02 -6.89 3.08 0.0754
H -0.10 -5.46 4.11 0.0823
H 0.20 -0.73 -0.56 0.0820
H 1.74 -1.58 -0.46 0.1326
H 2.30 0.74 -0.26 0.1099
H 2.36 0.09 1.39 0.1144
H -0.02 0.85 1.72 0.1299
H 1.14 2.17 1.54 0.0961
H -0.40 4.19 -2.33 0.1194
H -1.51 2.86 -1.93 0.1269
H -0.82 2.65 -4.19 0.1355
H 0.67 0.52 -2.59 0.0710
H -1.08 0.56 -2.83 0.0693
H 0.00 0.35 -4.22 0.0808
H 1.46 2.35 -4.96 0.0766
H 1.38 3.86 -4.06 0.0757
H 2.09 2.42 -3.32 0.0719
H 2.11 3.13 0.02 0.1216
H 1.98 3.83 -1.59 0.1128
H 0.34 5.49 -0.77 0.1266
H -0.12 5.78 1.60 0.0805
H 0.93 4.43 2.03 0.0792
H -0.58 4.14 1.15 0.0779
H 1.97 6.83 0.53 0.0782
H 2.94 5.39 0.82 0.0816
H 2.76 6.02 -0.82 0.0763
```

Results
Charge: 0
Structure (SMILES): CC(C)CN(CC(C)C)C(=O)CCCC(=O)N(CC(C)C)CC(C)C
Kohn-Sham gap: 0.3525 Ha


Which one sits at the top of the stability order? b does.


a | Below is a single C8H7NO2 molecule, with properties calculated with ωB97M-V with the def2-TZVPD basis set.

```
18
Properties=species:S:1:pos:R:3:lowdin_charge:R:1
C -2.53 1.11 1.60 0.0152
C -1.51 1.21 0.80 -0.1202
C -0.49 1.53 0.13 -0.1181
N 0.48 1.57 -0.64 0.1498
C 1.11 0.30 -1.07 -0.2371
C 2.58 0.31 -0.65 -0.0037
C 2.64 -0.63 0.31 -0.1150
O 1.51 -1.35 0.53 0.0241
C 0.56 -0.92 -0.32 -0.2330
C -0.73 -1.28 -0.26 -0.1309
O -1.67 -0.74 -1.11 -0.0089
H -2.93 0.01 1.63 0.0917
H -3.29 1.87 1.65 0.0576
H 0.97 0.14 -2.10 0.1296
H 3.39 1.06 -0.96 0.1380
H 3.38 -0.77 1.05 0.1141
H -1.02 -2.22 0.21 0.1357
H -2.47 -1.21 -0.81 0.1110
```

Results
Charge: 0
Structure (SMILES): C=C=C=N[C@H]1C=CO/C1=C/O
Kohn-Sham gap: 0.2956 Ha


b | Below is 2 unconnected molecules or ions with the total composition C8H7NO2, with properties calculated with ωB97M-V with the def2-TZVPD basis set.

```
18
Properties=species:S:1:pos:R:3:lowdin_charge:R:1
C -2.39 0.01 1.68 -0.1265
C 1.40 -0.01 -2.30 -0.0887
C 1.38 1.19 -1.58 -0.0582
C 0.66 -1.13 -1.89 -0.0918
C 0.57 1.15 -0.49 -0.1052
C -0.19 -1.14 -0.78 -0.0544
C -0.12 0.06 -0.10 -0.0288
C -0.94 0.22 1.81 -0.4672
N -3.48 -0.36 1.59 0.1701
O -0.56 1.38 2.39 0.0454
O -0.32 -0.89 2.38 0.0346
H 1.96 -0.02 -3.25 0.1081
H 1.94 2.06 -1.79 0.0998
H 0.62 -1.98 -2.60 0.1110
H 0.66 1.94 0.14 0.0756
H -0.59 -2.05 -0.33 0.1048
H -0.05 1.24 3.26 0.1757
H -0.56 -1.67 1.88 0.0957
```

Results
Charge: 0
Kohn-Sham gap: 0.3652 Ha


Which one sits at the top of the stability order? b does.


a | Below is 2 unconnected molecules or ions with the total composition C4H10N2O, with properties calculated with ωB97M-V with the def2-TZVPD basis set.

```
17
Properties=species:S:1:pos:R:3:lowdin_charge:R:1
N 2.01 0.11 0.93 0.0344
C 1.34 -0.39 -0.25 -0.2747
C 0.65 0.77 -0.96 -0.1012
N -0.66 1.18 -0.28 0.0811
C -1.75 0.47 -0.25 0.0242
C -2.07 -0.60 0.75 -0.2699
O -3.05 -1.28 0.62 0.1278
H 2.81 -0.42 1.24 0.0941
H 1.36 0.15 1.70 0.0701
H 2.09 -0.74 -0.96 0.1382
H 0.65 -1.23 -0.08 0.0656
H 1.32 1.62 -0.90 0.1307
H 0.41 0.60 -2.01 0.1323
H -0.35 1.56 0.62 0.1612
H -0.96 -1.64 -0.65 0.2859
H -2.44 0.54 -1.10 0.1609
H -1.36 -0.70 1.59 0.1392
```

Results
Charge: +1
2S+1: 2
⟨S²⟩: 0.780
Kohn-Sham gap (alpha / beta): 0.2533 / 0.2322 Ha


b | Below is a gas-phase ion, C4H10N2O (charge +1), with properties calculated with ωB97M-V with the def2-TZVPD basis set.

```
17
Properties=species:S:1:pos:R:3:lowdin_charge:R:1
N -1.52 1.08 -1.54 0.0361
C -1.77 0.91 -0.12 -0.2353
C -0.97 -0.33 0.29 -0.1441
N 0.43 0.04 0.41 0.1618
C 1.43 -1.00 0.43 -0.0957
C 2.77 -0.58 0.91 -0.2504
O 3.81 -1.02 0.56 0.1420
H -1.79 1.99 -1.88 0.0894
H -1.87 0.32 -2.09 0.0844
H -2.80 0.81 0.23 0.1266
H -1.33 1.81 0.31 0.1240
H -1.05 -1.04 -0.54 0.1544
H -1.31 -0.83 1.20 0.1504
H 0.66 0.80 -0.25 0.1767
H 1.08 -1.84 1.05 0.1593
H 1.51 -1.36 -0.61 0.1801
H 2.72 0.25 1.65 0.1404
```

Results
Charge: +1
2S+1: 2
⟨S²⟩: 0.754
Kohn-Sham gap (alpha / beta): 0.4077 / 0.2142 Ha


Which one sits at the top of the stability order? b does.


a | Below is 2 unconnected molecules or ions with the total composition C2H5Br2OP, with properties calculated with ωB97M-V with the def2-TZVPD basis set.

```
11
Properties=species:S:1:pos:R:3:lowdin_charge:R:1
C 1.68 0.22 0.29 -0.1311
C 0.71 -0.73 -0.43 -0.0190
O -2.04 0.31 1.76 -0.5085
P -1.61 0.28 0.37 0.1008
Br -3.08 -1.16 -0.74 0.1216
Br -2.21 2.27 -0.79 0.1173
H 1.55 0.16 1.35 0.0660
H 2.57 -0.21 -0.08 0.0610
H 1.41 1.24 -0.13 0.1025
H 0.49 -1.75 -0.13 0.0585
H 0.53 -0.63 -1.45 0.0309
```

Results
Charge: 0
Kohn-Sham gap (alpha / beta): 0.2731 / 0.2732 Ha


b | Below is a molecular structure, C2H5Br2OP, with properties calculated with ωB97M-V with the def2-TZVPD basis set.

```
11
Properties=species:S:1:pos:R:3:lowdin_charge:R:1
C 1.58 0.65 0.25 -0.1871
C -0.93 -1.00 -0.56 -0.8532
O -0.87 0.28 1.87 -0.4530
P -0.30 0.37 0.47 0.2219
Br -2.48 -1.74 0.18 0.6888
Br -1.21 2.12 -0.53 0.3665
H 2.00 0.59 1.26 0.0482
H 1.68 -0.27 -0.36 0.0217
H 1.96 1.51 -0.37 0.0643
H -0.13 -1.77 -0.59 0.0382
H -1.28 -0.75 -1.61 0.0439
```

Results
Charge: 0
Kohn-Sham gap: 0.3975 Ha


Which one sits at the top of the stability order? b does.